C53H48Br2N4O7PTi | ωB97M-V/def2-TZVPD

Last column: Mulliken charge in e.
Geometry (Å):
Ti: -0.308 -0.187 0.509  1.2242
N: 2.673 0.947 0.546  -0.1850
C: 3.136 2.296 0.868  -1.0044
C: 2.144 3.048 1.744  -0.0845
C: 0.771 3.256 1.099  -0.7260
N: -0.152 2.140 1.359  -0.1151
H: 2.486 0.456 1.410  -0.7080
H: 3.444 0.449 0.114  0.3152
H: 3.278 2.831 -0.073  0.3822
H: 4.103 2.273 1.386  0.5411
H: 2.576 4.024 1.974  0.4285
H: 2.024 2.518 2.696  -0.2904
H: 0.895 3.361 0.020  0.0587
H: 0.342 4.187 1.481  0.6551
H: -1.063 2.408 0.998  -0.5535
H: -0.285 2.068 2.359  0.2847
C: -8.022 0.665 -0.970  -0.5392
C: -7.554 1.054 0.274  -0.7915
C: -6.195 1.115 0.517  -0.1693
C: -5.288 0.781 -0.485  0.2091
C: -5.766 0.385 -1.730  -0.2825
C: -7.129 0.329 -1.973  -0.7223
P: -3.470 0.758 -0.217  0.5813
C: -3.398 2.041 1.110  -0.1236
C: -3.543 3.362 0.687  -0.0682
C: -3.481 4.410 1.590  -0.8856
C: -3.260 4.145 2.935  -0.5820
C: -3.126 2.836 3.366  -0.7306
C: -3.193 1.782 2.466  0.4045
C: -3.326 -0.764 0.803  0.2481
C: -4.409 -1.524 1.245  -0.6480
C: -4.188 -2.637 2.034  -1.0391
C: -2.894 -3.020 2.351  -1.2493
C: -1.814 -2.298 1.861  -0.7138
C: -2.017 -1.153 1.087  1.0662
H: -9.091 0.617 -1.155  0.3843
H: -8.258 1.305 1.064  0.4082
H: -5.837 1.410 1.500  0.3910
H: -5.066 0.110 -2.510  0.4323
H: -7.495 0.023 -2.947  0.4053
H: -3.744 3.565 -0.361  0.3448
H: -3.609 5.429 1.245  0.4430
H: -3.224 4.963 3.644  0.4158
H: -2.978 2.621 4.417  0.4896
H: -3.093 0.765 2.818  0.3941
H: -5.419 -1.246 0.985  0.4357
H: -5.027 -3.212 2.407  0.4133
H: -2.724 -3.887 2.978  0.4496
H: -0.809 -2.640 2.074  0.4343
C: 2.384 -4.097 3.098  -1.4320
C: 2.434 -4.155 1.606  0.9078
C: 3.247 -5.115 0.954  -1.1856
C: 3.175 -5.245 -0.401  -1.0611
C: 2.264 -4.445 -1.130  0.7985
C: 2.008 -4.576 -2.513  -0.1340
Br: 3.065 -5.758 -3.572  -0.1947
C: 1.012 -3.858 -3.121  -0.2138
C: 0.314 -2.898 -2.381  0.4615
Br: -1.108 -1.874 -3.103  0.0205
C: 0.624 -2.606 -1.065  -0.8936
O: 0.083 -1.574 -0.481  0.4505
C: 1.549 -3.465 -0.392  -0.4785
N: 1.663 -3.335 0.941  0.2640
H: 1.900 -5.000 3.476  0.4173
H: 1.813 -3.230 3.421  0.1270
H: 3.385 -4.063 3.531  0.4468
H: 3.907 -5.745 1.536  0.4893
H: 3.781 -5.976 -0.924  0.3866
H: 0.767 -4.018 -4.164  0.6252
C: -0.364 0.145 -5.914  -1.3015
O: 0.633 -0.127 -4.957  0.2949
C: 1.690 -0.887 -5.281  0.7591
C: 1.890 -1.469 -6.532  -0.7517
C: 2.979 -2.288 -6.768  -0.7842
C: 3.905 -2.529 -5.766  -0.8302
C: 3.730 -1.952 -4.525  -0.7369
C: 2.633 -1.127 -4.265  0.1581
N: 2.468 -0.706 -2.930  0.2980
C: 1.688 0.154 -2.304  0.2375
C: 0.957 1.282 -2.727  0.4243
C: 1.306 2.092 -3.832  -0.4586
C: 0.628 3.250 -4.096  -0.9308
C: -0.455 3.625 -3.290  -0.7452
C: -0.839 2.854 -2.223  -0.3898
C: -0.151 1.670 -1.891  -0.6213
O: -0.557 0.944 -0.904  0.7601
H: -0.887 -0.771 -6.201  0.4068
H: 0.059 0.638 -6.790  0.4056
H: -1.057 0.817 -5.417  0.2687
H: 1.175 -1.292 -7.323  0.5032
H: 3.098 -2.747 -7.740  0.4506
H: 4.753 -3.177 -5.950  0.4517
H: 4.451 -2.138 -3.735  0.4922
H: 2.992 -1.305 -2.306  0.4171
H: 1.630 -0.016 -1.242  0.0819
H: 2.173 1.824 -4.424  0.5064
H: 0.928 3.885 -4.918  0.4449
H: -0.986 4.547 -3.505  0.4876
H: -1.684 3.131 -1.608  0.4897
O: -0.653 0.204 3.213  -0.6293
C: 0.497 -0.159 2.989  0.4935
O: 0.837 -0.672 1.854  0.8695
C: 1.622 0.108 3.921  0.1959
C: 2.860 -0.492 3.728  -0.1512
C: 3.974 -0.102 4.465  -1.8703
C: 3.803 0.924 5.363  0.9087
O: 4.734 1.533 6.141  -0.4940
C: 4.037 2.523 6.881  -0.3115
O: 2.673 2.510 6.494  -0.5023
C: 2.555 1.516 5.572  1.0376
C: 1.444 1.123 4.874  -1.4471
H: 2.954 -1.276 2.987  0.7501
H: 4.938 -0.579 4.328  0.4713
H: 4.466 3.504 6.670  0.2729
H: 4.115 2.298 7.947  0.2766
H: 0.472 1.576 5.022  0.5115

* net charge: +1
* energy relative to the best compared isomer or geometry (same formula, charge and spin): 42.68 kcal/mol
* HOMO energy: -10.00 eV
* F_max: 1.9 eV/A
* E: -248519.2708 eV
* gap between HOMO and LUMO: 6.6 eV

C53H48BrGeN3O4OsPS2 | ωB97M-V/def2-TZVPD

Last column: Mulliken charge in e.
Geometry (Å):
Os: 0.088 -0.596 0.143  1.6006
O: 1.608 3.790 0.034  -0.3436
C: 0.651 3.004 -0.381  -0.2915
O: 0.801 1.794 -0.570  -0.3324
C: -0.666 3.636 -0.492  -0.0719
C: -0.804 5.013 -0.672  -0.3114
C: -2.063 5.580 -0.667  -0.8089
C: -3.180 4.786 -0.437  -0.7826
C: -3.040 3.425 -0.242  -0.5820
C: -1.785 2.824 -0.291  -0.1142
P: -1.751 0.983 -0.135  2.5130
C: -2.620 0.678 -1.712  1.2573
C: -3.587 -0.302 -1.917  -0.7674
C: -4.228 -0.402 -3.140  -1.1451
C: -3.900 0.454 -4.179  -0.8667
C: -2.891 1.388 -4.004  -0.8110
C: -2.252 1.496 -2.784  -0.9084
C: -2.863 0.886 1.309  0.7529
C: -2.354 1.535 2.437  -0.7137
C: -3.094 1.612 3.600  -0.9586
C: -4.362 1.050 3.644  -0.8059
C: -4.868 0.400 2.532  -0.8302
C: -4.120 0.301 1.371  -0.0888
H: 0.083 5.608 -0.821  0.6327
H: -2.177 6.638 -0.835  0.4533
H: -4.164 5.230 -0.415  0.5046
H: -3.914 2.818 -0.059  0.4708
H: -3.849 -0.997 -1.136  0.2492
H: -4.991 -1.152 -3.280  0.5227
H: -4.425 0.395 -5.120  0.4388
H: -2.606 2.039 -4.816  0.5196
H: -1.467 2.228 -2.658  0.3091
H: -1.376 2.006 2.383  0.5934
H: -2.691 2.112 4.468  0.4800
H: -4.953 1.122 4.543  0.4308
H: -5.857 -0.032 2.561  0.4974
H: -4.534 -0.220 0.526  0.3350
S: 0.021 -0.400 2.901  -0.3466
C: 1.673 0.334 2.798  -0.2198
N: 1.886 1.417 3.622  0.0063
C: 3.230 1.883 3.922  0.0549
C: 4.202 0.801 4.307  -1.1124
S: 1.674 -1.398 3.543  -0.1580
H: 1.268 1.463 4.425  0.4697
H: 3.137 2.579 4.760  0.6125
H: 3.641 2.437 3.073  -0.2545
H: 3.817 0.109 5.052  0.3516
H: 5.174 1.189 4.593  0.5864
Br: 0.766 -1.669 -4.533  -0.1085
C: -0.472 -2.751 -3.568  -0.1886
C: -0.851 -3.989 -4.064  -0.3484
C: -1.738 -4.762 -3.330  -0.9812
C: -2.204 -4.328 -2.101  -0.9494
C: -1.800 -3.092 -1.604  0.8441
C: -0.952 -2.288 -2.356  1.1272
C: -2.275 -2.684 -0.223  -0.3456
O: -3.057 -3.387 0.379  -0.7018
O: -1.804 -1.578 0.261  -0.6961
H: -0.470 -4.332 -5.014  0.5029
H: -2.052 -5.715 -3.725  0.4545
H: -2.889 -4.922 -1.514  0.5692
H: -0.665 -1.288 -2.018  -0.4952
C: 5.906 -2.840 2.448  -0.9919
C: 5.678 -1.643 3.119  -0.9438
C: 4.703 -0.865 2.570  0.7933
C: 3.955 -1.045 1.464  0.4775
C: 4.184 -2.284 0.848  -1.5334
C: 5.136 -3.155 1.340  -1.0616
Ge: 2.571 0.224 0.525  4.0921
C: 3.404 2.053 0.608  0.0501
C: 2.642 3.287 0.973  0.6408
C: 3.497 4.492 1.184  -1.5861
C: 4.793 4.528 0.792  -0.5218
C: 5.418 3.379 0.278  -1.1246
C: 4.727 2.167 0.276  -0.2390
C: 3.350 -0.042 -1.452  1.1595
C: 2.677 0.538 -2.508  -0.7589
C: 3.322 0.701 -3.728  -0.9165
C: 4.619 0.253 -3.899  -0.9329
C: 5.265 -0.383 -2.856  -0.8292
C: 4.635 -0.525 -1.628  -0.5470
H: 6.668 -3.507 2.817  0.4528
H: 6.242 -1.381 4.000  0.5686
H: 4.401 0.150 3.335  0.1273
H: 3.598 -2.532 -0.027  0.8899
H: 5.298 -4.094 0.837  0.5362
H: 2.023 3.073 1.863  0.0983
H: 3.000 5.375 1.553  0.5522
H: 5.356 5.443 0.882  0.4888
H: 6.429 3.431 -0.093  0.5047
H: 5.262 1.273 -0.010  0.4720
H: 1.660 0.888 -2.399  0.4458
H: 2.801 1.172 -4.547  0.5699
H: 5.120 0.378 -4.847  0.4492
H: 6.268 -0.765 -2.973  0.4891
H: 5.169 -1.016 -0.828  0.3433
N: 0.906 -2.405 0.179  -1.0246
C: 0.798 -3.552 -0.020  0.2294
N: 0.742 -4.810 -0.215  0.6857
C: 1.309 -5.437 -1.400  -0.6136
C: 2.422 -6.393 -0.980  -0.5161
C: 1.874 -7.423 0.005  -0.7106
C: 1.274 -6.716 1.220  -0.6816
C: 0.201 -5.716 0.791  -0.6609
H: 1.679 -4.667 -2.080  0.4508
H: 0.511 -5.994 -1.902  0.2554
H: 3.233 -5.832 -0.510  0.1014
H: 2.820 -6.884 -1.867  0.3838
H: 2.672 -8.094 0.323  0.3741
H: 1.110 -8.028 -0.485  0.3246
H: 2.063 -6.194 1.766  0.2426
H: 0.824 -7.443 1.895  0.4053
H: -0.153 -5.130 1.641  0.4781
H: -0.653 -6.240 0.351  0.3616

* net charge: +2
* energy relative to the best compared isomer or geometry (same formula, charge and spin): 182.12 kcal/mol
* HOMO energy (alpha / beta): -12.14 / -13.20 eV
* expectation value of S²: 8.833
* F_max: 2.0 eV/A
* 2S+1: 6
* E: -228363.6299 eV
* gap between HOMO and LUMO (alpha / beta): 5.2 / 6.0 eV

Question: Among the records above, which one has the lowest energy relative to the best compared isomer or geometry (same formula, charge and spin)?
Answer: C53H48Br2N4O7PTi

Question: Which formula does entry 2 have?
Answer: C53H48BrGeN3O4OsPS2

Question: energy relative to the best compared isomer or geometry (same formula, charge and spin) of number 2 (C53H48BrGeN3O4OsPS2)?
Answer: 182.12 kcal/mol

Question: Which formula does entry 2 have?
Answer: C53H48BrGeN3O4OsPS2